Record 1
2 unconnected molecules or ions with the total composition C4H8O. Source: OMol25; level of theory: the ωB97M-V functional and the def2-TZVPD basis.

XYZ file:
```
13
Properties=species:S:1:pos:R:3:mulliken_charge:R:1
C 1.840 0.219 0.603 -0.61
O 0.985 -0.800 0.092 -0.35
C -0.301 -0.524 0.016 0.10
C -1.499 -0.977 -0.148 -0.33
C -1.350 0.457 0.344 -0.44
H 1.334 0.832 1.356 0.32
H 2.198 0.851 -0.214 0.27
H 2.679 -0.305 1.064 0.21
H -2.106 -1.858 -0.135 0.34
H -1.602 1.318 -0.293 0.23
H -1.473 0.650 1.409 0.25
H -0.059 0.287 -2.134 0.04
H -0.645 -0.149 -1.961 -0.02
```

## Properties
strongest force on any atom = 0.922 eV/A
SMILES = COC1=CC1.[H][H]
molar mass = 72.11 g mol⁻¹
frontier orbital gap = 9.51 eV
highest occupied orbital energy = -0.311 Eh
energy = -232.2770 Eh
LUMO = 1.06 eV

***

Record 2
A molecular structure, C27H22CaI2N6O3S2Se2. Source: OMol25; level of theory: the ωB97M-V functional and the def2-TZVPD basis.

XYZ file:
```
65
Properties=species:S:1:pos:R:3:mulliken_charge:R:1
Ca 0.135 0.412 -0.455 1.93
O -0.181 -1.129 -2.114 -0.55
N -0.295 -2.415 -1.903 0.36
C -1.148 -3.083 -2.730 -0.33
C -1.288 -4.466 -2.749 -0.69
C -0.598 -5.211 -1.844 -0.32
C 0.164 -4.480 -0.910 -0.71
C 0.347 -3.087 -0.883 0.36
S 1.402 -2.207 0.225 -0.42
H -1.631 -2.423 -3.387 0.56
H -1.930 -4.911 -3.546 0.34
H -0.702 -6.274 -1.797 0.42
H 0.696 -5.045 -0.122 0.36
N -3.078 -2.183 1.446 -0.05
C -2.229 -2.504 2.487 0.54
C -2.354 -3.382 3.514 -1.07
C -1.336 -3.326 4.469 -0.46
C -0.338 -2.382 4.408 -0.51
C -0.215 -1.477 3.385 -0.46
C -1.145 -1.573 2.371 0.24
N -1.378 -0.788 1.283 0.10
C -2.529 -1.154 0.764 0.43
C -3.120 -0.587 -0.412 -0.92
C -4.344 -0.759 -0.941 -0.48
S -4.466 0.173 -2.408 -0.11
C -2.909 0.774 -2.133 0.07
N -2.351 0.328 -1.049 0.34
H -3.791 -2.773 1.080 0.29
H -3.228 -3.977 3.744 0.42
H -1.454 -4.044 5.306 0.33
H 0.348 -2.353 5.238 0.43
H 0.634 -0.771 3.342 0.24
H -5.250 -1.243 -0.682 0.49
H -2.494 1.418 -2.869 -0.06
Se 1.804 4.122 1.897 -0.04
Se -0.342 3.188 2.018 -0.02
C -0.987 3.533 0.211 0.14
C -2.047 4.373 0.124 -0.84
C -2.455 4.717 -1.132 -0.27
C -1.835 4.192 -2.260 -0.73
C -0.823 3.247 -2.040 -0.37
N -0.433 2.868 -0.813 0.27
C 2.811 2.483 1.874 0.50
C 4.155 2.802 2.126 -0.93
C 5.077 1.780 2.144 -0.46
C 4.688 0.459 1.893 -0.97
C 3.320 0.256 1.643 0.21
N 2.424 1.256 1.537 0.41
H -2.427 4.862 1.026 0.43
H -3.314 5.382 -1.227 0.40
H -2.101 4.493 -3.250 0.37
H -0.397 2.678 -2.872 0.32
H 4.420 3.807 2.347 0.45
H 6.104 1.978 2.484 0.36
H 5.318 -0.421 1.858 0.45
H 2.900 -0.702 1.447 0.12
C 4.396 1.840 -1.240 0.08
O 3.914 1.623 -2.597 -0.36
C 2.597 1.400 -2.721 0.36
O 1.788 1.264 -1.815 -0.69
H 5.238 1.207 -1.029 0.35
H 3.566 1.662 -0.552 -0.41
H 4.698 2.880 -1.090 0.30
I 2.038 1.203 -4.656 0.17
I -2.041 2.473 -5.460 -0.74
```

## Properties
strongest force on any atom = 2.380 eV/A
molar mass = 994.45 g mol⁻¹
frontier orbital gap = 6.01 eV
highest occupied orbital energy = -0.242 Eh
energy = -8468.7103 Eh
LUMO = -0.58 eV

***

Record 3
A single C5H4ClFO molecule. Source: OMol25; level of theory: the ωB97M-V functional and the def2-TZVPD basis.

XYZ file:
```
12
Properties=species:S:1:pos:R:3:mulliken_charge:R:1
F 2.209 1.160 -0.869 -0.25
C 1.127 0.857 -0.151 0.70
Cl 0.794 2.029 1.263 -0.23
C 0.025 0.245 -0.943 -0.31
O -1.333 0.247 -0.942 -0.37
C -1.532 -0.342 0.299 -0.13
C -0.392 -0.841 0.975 -0.63
C 0.694 -0.467 0.141 -0.08
H 0.407 0.237 -1.937 0.41
H -2.639 -0.231 0.671 0.32
H -0.640 -1.467 1.862 0.31
H 1.281 -1.428 -0.369 0.26
```

## Properties
strongest force on any atom = 8.677 eV/A
SMILES = F[C@@]1(Cl)[C@@H]2OC=C[C@@H]21
molar mass = 134.54 g mol⁻¹
frontier orbital gap = 9.59 eV
highest occupied orbital energy = -0.328 Eh
energy = -828.0758 Eh
LUMO = 0.67 eV

***

Record 4
A molecular structure, C16H21AsF7NO2PS. Source: OMol25; level of theory: the ωB97M-V functional and the def2-TZVPD basis.

XYZ file:
```
50
Properties=species:S:1:pos:R:3:mulliken_charge:R:1
C 1.115 -6.262 1.028 0.03
C 1.069 -5.263 0.374 -0.93
C 0.960 -3.998 -0.338 0.05
C -0.417 -3.384 -0.109 -0.84
C -0.617 -2.043 -0.796 -1.10
As 0.395 -0.497 0.070 -0.08
C -0.623 0.892 -1.012 -1.40
C -1.609 1.733 -0.200 -0.88
C -2.984 1.127 -0.079 0.07
C -3.362 0.496 1.096 -0.04
C -4.622 -0.054 1.251 -0.83
C -5.532 0.035 0.214 -0.38
C -5.163 0.651 -0.962 -0.65
C -3.903 1.198 -1.113 -0.23
P 2.146 -0.644 -1.620 0.21
N 3.644 -0.487 -1.111 -0.53
S 1.567 1.240 1.343 0.78
O 2.817 0.707 1.846 -0.64
O 0.679 1.702 2.407 -0.66
C 1.967 2.828 0.421 0.60
F 2.395 2.565 -0.835 -0.29
F 0.859 3.574 0.306 -0.32
C 3.068 3.695 1.132 0.55
F 3.069 3.518 2.449 -0.27
F 2.778 5.003 0.909 -0.32
C 4.498 3.491 0.564 0.62
F 4.816 2.229 0.414 -0.21
F 5.364 4.045 1.437 -0.29
F 4.640 4.140 -0.587 -0.26
H 0.890 -7.125 1.597 0.45
H 1.149 -4.160 -1.398 0.28
H 1.760 -3.359 0.034 0.17
H -0.639 -3.304 0.952 0.29
H -1.145 -4.093 -0.507 0.45
H -1.675 -1.789 -0.746 0.38
H -0.376 -2.096 -1.857 0.59
H 1.221 -1.480 0.962 0.23
H -0.701 -0.424 1.185 0.15
H 0.075 1.560 -1.518 0.55
H -1.130 0.352 -1.809 0.69
H -1.714 2.697 -0.697 0.51
H -1.223 1.946 0.795 0.39
H -2.663 0.436 1.914 0.40
H -4.887 -0.527 2.181 0.39
H -6.519 -0.380 0.352 0.38
H -5.878 0.727 -1.769 0.36
H -3.630 1.684 -2.039 0.41
H 1.980 -1.919 -2.217 0.01
H 1.886 0.330 -2.634 0.00
H 4.203 -1.311 -1.279 0.18
```

## Properties
strongest force on any atom = 3.151 eV/A
molar mass = 530.30 g mol⁻¹
frontier orbital gap = 7.04 eV
total charge = -1
highest occupied orbital energy = -0.154 Eh
energy = -4501.7313 Eh
LUMO = 2.84 eV

***

Record 5
A gas-phase ion, C4H6ClN2O2S (charge +1). Source: OMol25; level of theory: the ωB97M-V functional and the def2-TZVPD basis.

XYZ file:
```
16
Properties=species:S:1:pos:R:3:mulliken_charge:R:1
C -0.372 -1.645 -0.365 -0.49
C -0.620 0.709 -0.028 0.53
C 1.197 2.269 0.134 -0.08
C 1.553 0.158 0.952 -0.69
N 0.639 1.129 0.243 -0.01
N -1.014 -0.546 -0.137 -0.08
O -2.699 -2.164 -1.554 -0.46
O -1.245 -4.178 -1.211 -0.41
S -1.564 -2.792 -0.998 0.92
Cl -1.859 1.969 0.009 -0.15
H 2.184 2.408 0.560 0.22
H 0.582 3.083 -0.186 0.25
H 2.506 0.604 0.684 0.33
H 1.527 0.331 2.032 0.33
H 1.197 -0.771 0.422 0.42
H -2.012 -0.564 -0.557 0.37
```

## Properties
strongest force on any atom = 4.710 eV/A
molar mass = 181.62 g mol⁻¹
frontier orbital gap (spin up / spin down) = 6.61 / 6.83 eV
total charge = +1
highest occupied orbital energy (spin up / spin down) = -0.473 / -0.480 Eh
energy = -1273.8815 Eh
LUMO (spin up / spin down) = -6.25 / -6.23 eV

***

Record 6
11 unconnected molecules or ions with the total composition C18H58F6N2O10P. Source: OMol25; level of theory: the ωB97M-V functional and the def2-TZVPD basis.

XYZ file:
```
95
Properties=species:S:1:pos:R:3:mulliken_charge:R:1
P -1.139 -0.826 0.080 1.63
F -0.615 -1.458 -1.322 -0.55
F -1.315 -2.297 0.675 -0.42
F 0.371 -0.630 0.569 -0.42
F -1.656 -0.110 1.432 -0.18
F -1.077 0.650 -0.642 -0.44
F -2.700 -0.922 -0.435 -0.58
C -1.112 -1.984 -4.569 -0.54
C -2.258 -1.178 -5.140 -0.24
O -2.895 -1.845 -6.228 -0.56
H -1.397 -2.943 -4.138 0.20
H -0.561 -1.423 -3.814 -0.12
H -0.408 -2.134 -5.395 0.41
H -1.846 -0.216 -5.461 0.22
H -2.990 -0.892 -4.378 0.26
H -3.803 -2.022 -5.977 0.32
C 0.030 2.788 2.898 -0.03
C -1.476 2.908 3.055 -0.16
O -2.029 1.676 3.490 -0.57
H 0.279 2.021 2.159 -0.15
H 0.460 2.519 3.864 0.33
H 0.509 3.687 2.500 -0.19
H -1.928 3.212 2.098 0.11
H -1.754 3.714 3.738 0.32
H -1.959 1.111 2.710 0.42
C 0.247 -1.362 4.873 -1.06
C 0.185 -2.441 3.834 1.12
O -0.106 -3.706 4.437 -0.64
H 0.334 -0.400 4.367 0.16
H 1.056 -1.518 5.587 0.36
H -0.681 -1.333 5.449 0.31
H 1.101 -2.467 3.230 -0.30
H -0.595 -2.209 3.097 -0.25
H -0.322 -4.318 3.728 0.35
C 3.161 -3.334 1.422 -1.11
C 2.105 -4.268 0.833 0.16
O 2.208 -4.418 -0.559 -0.55
H 4.170 -3.652 1.158 0.34
H 3.139 -3.403 2.518 0.46
H 2.972 -2.290 1.169 0.12
H 1.110 -3.895 1.112 -0.08
H 2.272 -5.248 1.284 0.43
H 2.249 -3.527 -0.961 0.27
C -4.310 -2.443 2.606 -0.45
C -5.813 -2.433 2.614 -0.50
O -6.356 -3.376 3.566 -0.53
H -3.925 -1.774 1.831 0.02
H -3.827 -3.406 2.440 0.33
H -3.968 -2.053 3.567 0.24
H -6.222 -2.678 1.629 0.31
H -6.196 -1.468 2.934 0.28
H -6.239 -4.256 3.201 0.29
C 3.448 0.050 -2.789 -1.60
C 3.393 -1.436 -2.492 0.46
C 4.553 -1.957 -1.698 -0.64
O 5.817 -1.813 -2.352 -0.43
C 5.941 -2.587 -3.522 -0.70
N 2.144 -1.806 -1.768 -0.05
H 4.365 0.293 -3.348 0.39
H 3.513 0.676 -1.896 0.33
H 2.621 0.369 -3.422 0.41
H 3.286 -1.992 -3.427 0.48
H 4.404 -3.004 -1.420 0.35
H 4.661 -1.342 -0.800 0.29
H 5.279 -2.221 -4.316 0.26
H 5.765 -3.648 -3.332 0.30
H 6.949 -2.420 -3.905 0.28
H 2.068 -1.262 -0.909 0.07
H 1.352 -1.483 -2.312 -0.20
C 1.137 6.683 2.098 -1.35
C 0.918 7.011 0.628 0.66
C 0.008 5.990 -0.020 -0.74
O 0.641 4.746 -0.073 -0.31
C -0.203 3.753 -0.643 -0.58
N 0.261 8.322 0.531 -0.72
H 1.664 7.499 2.600 0.39
H 1.699 5.761 2.232 0.26
H 0.170 6.565 2.593 0.31
H 1.889 6.994 0.116 0.19
H -0.238 6.340 -1.039 0.33
H -0.935 5.930 0.545 0.30
H -0.592 4.013 -1.635 0.44
H -1.092 3.624 -0.013 0.16
H 0.405 2.856 -0.691 0.15
H 0.919 9.039 0.815 0.27
H 0.039 8.520 -0.440 0.24
O -1.879 2.006 -3.317 -0.68
H -2.750 1.817 -2.940 0.42
H -1.271 1.561 -2.718 0.25
O -0.875 -4.537 -1.428 -0.71
H -0.743 -3.668 -1.818 0.27
H -1.054 -4.341 -0.505 0.33
O -4.086 1.072 -1.687 -0.69
H -3.636 0.496 -1.051 0.36
H -4.435 1.799 -1.166 0.30
```

## Properties
strongest force on any atom = 1.988 eV/A
molar mass = 607.63 g mol⁻¹
frontier orbital gap = 9.74 eV
total charge = -1
highest occupied orbital energy = -0.267 Eh
energy = -2523.3449 Eh
LUMO = 2.48 eV